# 1
Below is one molecule with the formula C2H2N2O4 at a distorted geometry, with properties calculated with ωB97M-V/def2-TZVPD.

Cartesian coordinates (Å):
1 C -0.0023 -0.2434 -0.1319
2 C 1.4678 -0.2435 -0.2716
3 N 1.9120 -1.5953 -0.2564
4 N 2.3798 0.8960 -0.0278
5 O 1.8899 1.8182 0.5828
6 O 2.9360 -1.8114 0.3431
7 O 3.5072 0.7837 -0.4470
8 O 0.4307 0.0173 -1.4128
9 H -0.5984 -1.1362 -0.1404
10 H -0.4270 0.6737 0.2509

Atoms 1-2, force components in eV/Å:
C -1.135 1.772 0.071
C -2.433 -0.227 -2.328

## Properties
HOMO-LUMO gap ... 9.17 eV
Net charge ... 0
SMILES string ... O=N[C@]1([N+](=O)[O-])CO1
E_LUMO ... -0.04350 Ha

---

# 2
Below is one molecule with the formula C2H2N2O4 at a distorted geometry, with properties calculated with ωB97M-V/def2-TZVPD.

Cartesian coordinates (Å):
1 C -1.1058 -0.1302 -0.0043
2 C 0.0266 0.7994 -0.2370
3 H -2.8250 -0.3770 0.7533
4 H 1.8237 0.5353 1.3405
5 N -0.7758 -1.3479 0.2093
6 N 1.0923 -0.1267 -0.5754
7 O -2.4456 0.3462 0.0925
8 O 0.5756 -1.5578 -0.2368
9 O 2.2665 0.0267 0.4568
10 O 0.2611 1.9536 -0.0730

Atoms 1-2, force components in eV/Å:
C -2.602 0.816 0.155
C 1.443 -1.451 0.007

## Properties
HOMO-LUMO gap ... 9.56 eV
Net charge ... 0
SMILES string ... O=c1c(O)non1O
E_LUMO ... -0.04417 Ha

---

# 3
Below is C2H2N2OS2 as an isolated structure at a distorted geometry, with properties calculated with ωB97M-V/def2-TZVPD.

Cartesian coordinates (Å):
1 C 1.7313 1.8813 -0.0338
2 C 2.5006 -1.5515 -0.3139
3 N 1.8601 0.6761 0.2409
4 N 1.6132 -0.4265 -0.5430
5 O 2.1565 -2.5874 -0.6368
6 S 1.4737 3.3907 -0.2216
7 S 3.8132 -0.9737 0.5877
8 H 2.6161 0.2414 1.0722
9 H 0.8274 -0.3692 -1.3378

Atoms 1-2, force components in eV/Å:
C -1.275 1.689 -0.981
C 1.505 4.337 2.645

## Properties
HOMO-LUMO gap (spin up / spin down) ... 7.57 / 5.25 eV
Net charge ... 0
⟨S²⟩ ... 2.021
E_LUMO (spin up / spin down) ... 0.01007 / -0.13744 Ha
2S+1 ... 3

---

The records above give, respectively, relative energy (zero: lowest compared OMol25 entry of this formula, charge and spin) values of 6.359; 5.150; 2.112 eV.